Record 1
{"formula": "C34H37BrN5O2PtSi2", "method": "wB97M-V/def2-TZVPD", "total_charge": -1, "lumo_energy_ev": 2.17, "total_energy_ev": -136455.8331, "e_above_lowest_ev": 0.000, "homo_lumo_gap_ev": 6.80, "species": ["Pt", "C", "Si", "C", "C", "C", "C", "C", "C", "C", "Si", "C", "C", "H", "H", "H", "H", "H", "H", "H", "H", "H", "H", "H", "H", "H", "H", "H", "H", "C", "C", "N", "C", "C", "N", "H", "H", "H", "H", "H", "H", "O", "C", "N", "C", "C", "O", "N", "C", "C", "C", "C", "C", "C", "C", "C", "C", "C", "C", "C", "H", "H", "H", "H", "H", "H", "H", "H", "H", "H", "H", "Br", "C", "C", "C", "C", "N", "C", "H", "H", "H", "H"], "positions_angstrom": [[-0.57170, -0.96711, -1.59641], [-1.80572, -2.01409, 1.55769], [-0.90078, -2.56415, -0.02410], [-1.93198, -4.03559, -0.67182], [0.70173, -3.38244, 0.58717], [0.84986, -4.19425, 1.71469], [2.08206, -4.74875, 2.03487], [3.18711, -4.49407, 1.22732], [3.05212, -3.68893, 0.10389], [1.81662, -3.12892, -0.23196], [1.47395, -1.95083, -1.69038], [1.75361, -2.95726, -3.27825], [2.88957, -0.69784, -1.61664], [-2.12294, -2.87317, 2.16047], [-2.68854, -1.39973, 1.36152], [-1.13169, -1.39526, 2.15515], [-1.94682, -4.84469, 0.06605], [-1.50639, -4.42789, -1.59903], [-2.97131, -3.75598, -0.87755], [-0.00331, -4.38913, 2.35849], [2.18989, -5.36796, 2.91884], [4.15257, -4.91718, 1.48271], [3.92474, -3.49152, -0.51266], [2.73447, -3.44423, -3.28447], [1.68982, -2.30425, -4.15416], [0.98769, -3.73034, -3.38015], [3.83729, -1.20153, -1.84175], [2.96951, -0.27287, -0.61281], [2.77629, 0.13691, -2.30861], [-2.42684, -0.90429, -4.51967], [-1.38558, 0.15304, -4.41705], [-0.44199, 0.22396, -3.50156], [0.33801, 1.32114, -3.80499], [-0.14350, 1.91472, -4.92639], [-1.23825, 1.16232, -5.30671], [-2.16650, -1.69189, -3.81211], [-2.46389, -1.32189, -5.52775], [-3.41758, -0.52232, -4.26492], [1.13995, 1.65008, -3.16157], [0.17221, 2.78724, -5.46929], [-1.82053, 1.31498, -6.10953], [2.22336, 2.69753, -1.71061], [1.58627, 2.40770, -0.70289], [1.96555, 2.83189, 0.56010], [1.06109, 2.36281, 1.57060], [0.01396, 1.65134, 0.64138], [-1.01595, 1.17810, 1.10469], [0.43596, 1.65419, -0.63409], [0.36054, 3.46089, 2.34307], [-0.47263, 3.12561, 3.41047], [-1.18159, 4.10562, 4.08560], [-1.07269, 5.43892, 3.70758], [-0.25347, 5.77857, 2.64250], [0.45482, 4.79402, 1.96238], [1.73894, 1.32210, 2.46173], [1.78676, -0.01444, 2.06899], [2.50144, -0.94408, 2.80872], [3.17079, -0.55134, 3.96055], [3.12183, 0.77475, 4.36532], [2.40988, 1.70494, 3.61869], [2.81940, 3.33715, 0.71066], [-0.57210, 2.08567, 3.69174], [-1.82806, 3.82657, 4.90895], [-1.62571, 6.20436, 4.23858], [-0.16422, 6.81327, 2.33331], [1.07812, 5.05906, 1.11798], [1.26321, -0.34273, 1.17702], [2.52462, -1.97455, 2.47900], [3.72512, -1.27877, 4.54167], [3.63955, 1.08975, 5.26394], [2.37025, 2.73887, 3.94328], [-6.42376, -0.96146, -0.34093], [-4.88000, 0.06561, -0.71187], [-4.89968, 1.44231, -0.58097], [-3.73929, 2.13644, -0.86422], [-2.60779, 1.43295, -1.25254], [-2.60624, 0.10666, -1.37183], [-3.71801, -0.57243, -1.10562], [-5.79857, 1.94970, -0.25706], [-3.69383, 3.21117, -0.75752], [-1.65799, 1.91704, -1.45060], [-3.67311, -1.64978, -1.20434]], "forces_ev_per_angstrom": [[-0.09, -0.06, -0.18], [0.03, -0.01, 0.00], [-0.32, -0.09, 0.54], [-0.03, 0.00, -0.05], [0.14, 0.02, -0.17], [0.00, -0.01, -0.02], [-0.01, 0.03, 0.00], [-0.01, 0.02, -0.02], [-0.02, -0.04, -0.02], [-0.15, 0.03, 0.09], [0.30, -0.05, -0.13], [0.00, 0.00, 0.00], [0.06, -0.06, 0.01], [0.04, 0.00, -0.01], [0.02, -0.02, -0.06], [-0.02, 0.01, 0.01], [-0.02, 0.01, 0.00], [0.01, -0.01, 0.02], [0.02, -0.01, 0.01], [0.00, 0.00, 0.00], [-0.01, 0.00, -0.01], [0.00, 0.00, 0.00], [0.00, 0.01, 0.01], [-0.01, 0.02, 0.01], [0.00, 0.00, 0.01], [0.01, 0.00, 0.00], [0.00, 0.02, 0.02], [-0.01, 0.01, -0.01], [-0.03, 0.00, -0.04], [0.00, 0.02, 0.04], [0.23, -0.14, -0.07], [-0.18, 0.27, -0.04], [-0.06, 0.09, 0.08], [-0.02, -0.04, -0.02], [-0.05, -0.02, -0.06], [-0.02, -0.02, 0.00], [0.00, 0.00, 0.00], [0.00, 0.01, 0.01], [0.05, -0.03, 0.01], [0.01, 0.00, 0.00], [0.01, 0.00, 0.00], [0.01, 0.01, -0.02], [0.03, -0.11, 0.11], [-0.08, 0.17, -0.14], [0.04, -0.16, 0.06], [0.05, 0.01, -0.03], [-0.01, 0.00, -0.01], [-0.06, 0.38, 0.04], [-0.04, 0.00, 0.00], [-0.01, 0.01, -0.01], [0.01, -0.02, 0.00], [0.01, 0.00, 0.00], [0.01, -0.01, 0.00], [0.01, 0.00, 0.02], [0.01, 0.01, -0.01], [-0.02, 0.02, 0.00], [0.00, 0.02, 0.03], [0.00, -0.02, -0.01], [0.00, 0.03, -0.01], [0.01, 0.00, 0.01], [0.06, -0.11, 0.04], [0.00, 0.00, 0.00], [0.00, 0.00, 0.00], [0.00, 0.00, 0.00], [0.00, 0.00, 0.00], [0.00, 0.00, 0.00], [-0.02, 0.02, 0.00], [0.00, -0.05, -0.01], [0.00, 0.00, -0.01], [-0.01, 0.00, 0.00], [0.00, -0.01, 0.00], [-0.04, -0.03, 0.00], [0.08, -0.03, -0.03], [-0.07, 0.03, 0.03], [0.08, -0.02, -0.03], [0.01, 0.07, -0.02], [0.21, -0.19, 0.06], [-0.14, -0.01, 0.00], [0.00, 0.00, 0.00], [0.00, 0.00, -0.01], [-0.02, 0.01, 0.01], [0.01, 0.02, 0.02]]}

---

Record 2
{"formula": "C33H73BNO13P3S", "method": "wB97M-V/def2-TZVPD", "lumo_energy_ev": 0.21, "total_energy_ev": -102890.7241, "smiles": "NP(O)CO[C@H]([PH2]=S)[C@@H](OCCB(O)O)[PH2]=O.C1CCOC1.C1CCOC1.C1CCOC1.C1CCOC1.C1CCOC1.C1CCOC1.C1CCOC1", "homo_lumo_gap_ev": 8.79, "species": ["N", "P", "O", "C", "O", "C", "P", "S", "C", "O", "C", "C", "B", "O", "O", "P", "O", "H", "H", "H", "H", "H", "H", "H", "H", "H", "H", "H", "H", "H", "H", "H", "H", "H", "C", "C", "C", "O", "C", "H", "H", "H", "H", "H", "H", "H", "H", "C", "C", "C", "O", "C", "H", "H", "H", "H", "H", "H", "H", "H", "C", "C", "C", "O", "C", "H", "H", "H", "H", "H", "H", "H", "H", "C", "C", "C", "O", "C", "H", "H", "H", "H", "H", "H", "H", "H", "C", "C", "C", "O", "C", "H", "H", "H", "H", "H", "H", "H", "H", "C", "C", "C", "O", "C", "H", "H", "H", "H", "H", "H", "H", "H", "C", "C", "C", "O", "C", "H", "H", "H", "H", "H", "H", "H", "H"], "positions_angstrom": [[1.90630, -0.38219, -1.47839], [0.49433, 0.11352, -0.65239], [0.88255, -0.27716, 0.88369], [-0.71873, -1.23807, -1.03773], [-0.27880, -2.58880, -0.84560], [0.02709, -3.24937, -2.04847], [-1.55265, -3.68636, -2.95195], [-2.25013, -5.47204, -2.67264], [0.80134, -4.53472, -1.74863], [1.26529, -5.17884, -2.91413], [1.96056, -4.39557, -3.89503], [2.70727, -5.34612, -4.79185], [3.50173, -4.68199, -5.99020], [3.55385, -3.33164, -6.21175], [4.21726, -5.42143, -6.88752], [2.22220, -4.36350, -0.59028], [3.46501, -3.82396, -1.20931], [1.97753, -0.05924, -2.43432], [2.26405, -1.33005, -1.41003], [1.19914, -1.16841, 1.08892], [-1.60940, -1.09765, -0.41928], [-1.03144, -1.08770, -2.07854], [0.63600, -2.60167, -2.68920], [-1.26274, -3.32027, -4.28026], [-2.37097, -2.62670, -2.54174], [0.11430, -5.24558, -1.27454], [1.22059, -3.81160, -4.45976], [2.65864, -3.71863, -3.39411], [3.41986, -5.91103, -4.17993], [2.00687, -6.08963, -5.19018], [2.99265, -2.80771, -5.63126], [4.21545, -6.36995, -6.71356], [2.32921, -5.65503, -0.04187], [1.75818, -3.60846, 0.50090], [-2.85006, 4.76062, -1.89326], [-2.50109, 5.35141, -0.52784], [-1.87773, 4.14870, 0.16636], [-1.24452, 3.37762, -0.85732], [-1.65851, 3.84215, -2.13887], [-2.97190, 5.50887, -2.67585], [-3.77225, 4.17955, -1.82620], [-1.76691, 6.15264, -0.63902], [-3.36102, 5.73149, 0.01979], [-2.64854, 3.54389, 0.65612], [-1.12558, 4.41580, 0.91026], [-0.83586, 4.38580, -2.61780], [-1.90040, 2.97595, -2.75854], [-6.06467, 6.16829, 3.77536], [-5.38398, 4.85836, 4.16958], [-5.16463, 4.21006, 2.80770], [-4.96637, 5.28105, 1.88685], [-5.31971, 6.52716, 2.49599], [-5.98424, 6.94555, 4.53455], [-7.12329, 5.99963, 3.56691], [-4.42654, 5.06010, 4.65389], [-5.98110, 4.23736, 4.83626], [-6.04083, 3.62583, 2.50532], [-4.29014, 3.55765, 2.77591], [-4.40951, 7.09475, 2.71752], [-5.91456, 7.11058, 1.79559], [-6.59557, -2.81843, -4.51431], [-7.00020, -3.77143, -3.39041], [-5.64354, -4.17533, -2.82746], [-4.79115, -3.03921, -3.01157], [-5.41067, -2.09593, -3.88407], [-7.38862, -2.13560, -4.81639], [-6.27409, -3.38272, -5.39173], [-7.58697, -3.24156, -2.63740], [-7.57782, -4.62811, -3.73502], [-5.21901, -5.02914, -3.36145], [-5.66526, -4.41569, -1.76444], [-5.74057, -1.22441, -3.30806], [-4.67285, -1.76292, -4.61749], [-7.82954, 11.02694, 0.61580], [-7.47585, 11.61376, 1.98178], [-6.82437, 10.41726, 2.66478], [-6.18973, 9.66774, 1.62910], [-6.62533, 10.13150, 0.35088], [-7.96855, 11.77961, -0.15908], [-8.74149, 10.43063, 0.68339], [-6.75684, 12.42754, 1.87064], [-8.33776, 11.98996, 2.53124], [-7.57499, 9.79129, 3.16026], [-6.06907, 10.69625, 3.40092], [-5.81547, 10.69139, -0.12854], [-6.85734, 9.26432, -0.26931], [4.37494, 0.08350, 3.24343], [4.59921, -0.48895, 1.84273], [4.29655, -1.95938, 2.07929], [3.28792, -2.01154, 3.09208], [3.17449, -0.72497, 3.72106], [4.17755, 1.15517, 3.24799], [5.24738, -0.11268, 3.87009], [3.89170, -0.06575, 1.12957], [5.61351, -0.33598, 1.47388], [5.18758, -2.48953, 2.43223], [3.92900, -2.47627, 1.18800], [2.23745, -0.26018, 3.41217], [3.15753, -0.87736, 4.80162], [9.92405, -1.03180, 1.10836], [9.00393, -2.10089, 0.52010], [8.22444, -2.53973, 1.75332], [8.12220, -1.38769, 2.58967], [9.00223, -0.36565, 2.12337], [10.30680, -0.32985, 0.36861], [10.77320, -1.49735, 1.61246], [8.33092, -1.65929, -0.21744], [9.53611, -2.92527, 0.04735], [8.75024, -3.33324, 2.29560], [7.21745, -2.88971, 1.51966], [8.41758, 0.43567, 1.65756], [9.53150, 0.05068, 2.98164], [5.04474, -6.88624, 2.03875], [4.98387, -5.43894, 2.52320], [3.72674, -5.45427, 3.38231], [3.64064, -6.77068, 3.93136], [4.56581, -7.63579, 3.27678], [6.03686, -7.19719, 1.71398], [4.35091, -7.03998, 1.20854], [5.86327, -5.20717, 3.12848], [4.92687, -4.71150, 1.71427], [2.83419, -5.25439, 2.77618], [3.74428, -4.72888, 4.19489], [5.40282, -7.85415, 3.94944], [4.05773, -8.57379, 3.04706]], "forces_ev_per_angstrom": [[-0.15, -0.20, -0.19], [0.33, -0.20, -0.09], [0.05, 0.07, 0.30], [-0.16, 0.00, 0.03], [0.17, -0.04, 0.12], [0.27, -0.14, -0.07], [-0.16, -0.23, 0.06], [0.05, 0.07, 0.00], [0.06, 0.08, 0.11], [-0.10, -0.15, -0.05], [-0.03, 0.05, 0.33], [0.03, -0.20, -0.17], [0.01, 0.12, 0.08], [-0.18, 0.11, -0.01], [0.07, -0.28, 0.00], [0.22, 0.35, -0.18], [-0.13, 0.05, 0.12], [0.08, 0.21, 0.14], [-0.03, -0.04, 0.13], [-0.09, 0.01, -0.21], [0.05, 0.06, 0.02], [0.03, 0.11, 0.07], [-0.09, 0.02, -0.04], [0.01, -0.02, -0.05], [-0.07, -0.07, -0.08], [-0.07, 0.02, -0.01], [0.06, -0.01, -0.09], [-0.03, 0.04, -0.04], [-0.02, 0.02, 0.01], [0.00, 0.03, 0.02], [0.17, -0.13, -0.04], [-0.05, 0.25, -0.01], [-0.02, -0.04, -0.06], [-0.15, -0.11, 0.09], [0.02, 0.01, 0.01], [-0.02, 0.01, 0.02], [0.01, 0.05, 0.00], [0.00, -0.01, 0.00], [-0.06, -0.02, -0.01], [0.00, 0.00, 0.00], [0.00, 0.00, 0.01], [0.01, -0.01, -0.01], [0.00, 0.00, -0.01], [0.00, -0.02, -0.01], [-0.02, 0.01, 0.00], [0.02, 0.00, 0.03], [-0.01, 0.01, -0.01], [0.03, 0.03, 0.01], [-0.02, -0.02, -0.02], [0.04, 0.00, 0.06], [0.01, -0.02, -0.08], [-0.04, 0.00, 0.02], [-0.01, -0.01, 0.00], [0.00, -0.01, -0.01], [0.00, 0.00, 0.00], [0.00, 0.01, 0.00], [0.00, 0.02, -0.02], [-0.01, -0.01, 0.01], [0.01, -0.02, 0.00], [0.01, 0.00, 0.01], [0.00, 0.02, 0.02], [0.02, -0.03, -0.01], [-0.05, 0.01, 0.04], [0.10, 0.10, 0.01], [-0.04, -0.03, -0.08], [0.00, -0.01, 0.00], [0.01, 0.00, 0.00], [0.00, 0.00, 0.00], [0.00, 0.01, 0.00], [0.01, 0.01, -0.02], [-0.01, -0.01, -0.01], [0.00, -0.01, 0.02], [-0.01, 0.01, 0.00], [0.03, 0.01, -0.01], [-0.02, -0.02, 0.01], [0.01, 0.06, 0.00], [0.04, -0.05, 0.02], [-0.06, -0.01, -0.01], [0.00, 0.00, 0.01], [0.00, -0.01, 0.01], [0.01, 0.00, 0.00], [0.00, 0.00, -0.01], [0.00, -0.02, -0.01], [-0.02, 0.01, 0.00], [0.01, 0.00, 0.02], [-0.01, 0.02, -0.01], [-0.03, 0.04, -0.04], [0.04, -0.04, 0.10], [0.06, -0.11, -0.09], [-0.14, 0.05, -0.11], [0.17, -0.12, 0.04], [0.00, -0.01, -0.01], [-0.01, -0.01, -0.01], [-0.04, 0.06, -0.03], [-0.02, 0.00, 0.01], [0.00, 0.05, 0.05], [0.03, 0.04, -0.01], [-0.09, 0.06, -0.02], [-0.01, 0.03, -0.02], [-0.03, 0.02, -0.01], [0.02, -0.01, 0.03], [-0.03, -0.02, -0.06], [-0.10, 0.02, 0.05], [0.07, 0.00, 0.00], [0.00, -0.01, 0.00], [0.00, 0.00, 0.01], [-0.01, 0.00, 0.00], [0.00, 0.01, 0.00], [0.01, 0.00, 0.00], [0.02, -0.03, -0.01], [-0.02, -0.01, 0.00], [0.01, 0.01, -0.02], [-0.03, -0.01, 0.03], [0.02, 0.02, -0.09], [0.02, 0.03, 0.00], [-0.03, 0.00, 0.04], [-0.01, -0.02, -0.06], [0.00, 0.00, 0.01], [0.00, 0.01, 0.00], [-0.02, 0.01, 0.02], [0.01, -0.04, -0.02], [0.00, -0.01, 0.01], [0.01, 0.01, -0.01], [-0.01, 0.02, 0.02], [0.02, 0.00, -0.01]]}

---

Record 3
{"formula": "C2H8N6", "method": "wB97M-V/def2-TZVPD", "total_charge": 2, "lumo_energy_ev": -8.31, "total_energy_ev": -11122.7235, "smiles": "N=C=[N+](N)/C(N)=N/[NH3+]", "e_above_lowest_ev": 2.622, "homo_lumo_gap_ev": 10.45, "species": ["C", "C", "N", "N", "N", "N", "N", "N", "H", "H", "H", "H", "H", "H", "H", "H"], "positions_angstrom": [[-0.31705, 0.31461, -0.01639], [1.48679, -1.52176, 0.28989], [-0.26489, 1.34765, -0.85976], [2.20699, -2.38735, 0.59046], [0.78986, -0.61639, -0.31135], [-1.17740, -0.01424, 0.87902], [1.59618, -0.17450, -1.39679], [-2.40113, 0.66422, 1.10260], [-1.09654, 1.93545, -0.76528], [2.76424, -2.74005, 1.29351], [2.51163, -0.11842, -1.02141], [0.51082, 1.69273, -1.37198], [1.64498, -0.76483, -2.13569], [-3.06562, -0.16421, 1.27918], [-2.69747, 1.32448, 0.33730], [-2.49139, 1.22261, 2.10671]], "forces_ev_per_angstrom": [[0.12, 0.13, -0.31], [-0.15, -1.34, 1.01], [-2.75, 0.17, 1.51], [-2.80, 2.10, -1.41], [-0.09, 0.54, -0.69], [1.20, -1.14, 0.17], [0.30, 2.53, 2.47], [-1.02, 0.64, 2.30], [0.91, 0.23, -0.51], [1.84, -1.24, 1.64], [1.31, 0.78, 0.04], [0.70, -0.09, -0.49], [-0.65, -2.70, -2.89], [0.52, 1.66, -0.83], [-0.30, -0.89, 0.86], [0.86, -1.38, -2.87]]}

---

Record 4
{"formula": "C3H8FNS", "method": "wB97M-V/def2-TZVPD", "lumo_energy_ev": 0.32, "total_energy_ev": -18281.5483, "e_above_lowest_ev": 1.850, "homo_lumo_gap_ev": 9.30, "species": ["C", "C", "C", "N", "F", "S", "H", "H", "H", "H", "H", "H", "H", "H"], "positions_angstrom": [[-0.94504, 0.88949, 0.83552], [0.11936, -0.16114, 0.43910], [0.45800, -0.12867, -1.02719], [0.38038, -1.36713, -1.53576], [2.62565, -0.13414, -0.83685], [0.52646, 1.20039, -2.10452], [-0.60031, 1.95150, 0.77372], [-1.12355, 0.85719, 1.95104], [-1.93100, 0.82449, 0.32855], [0.94657, 0.04233, 1.20402], [-0.30813, -1.11225, 0.47769], [0.31945, -2.06549, -0.85120], [0.95172, -1.60391, -2.32978], [0.84229, 0.40019, -3.15919]], "forces_ev_per_angstrom": [[-0.58, 1.05, 1.35], [-0.08, 3.51, 0.83], [2.73, -1.20, 0.23], [-0.09, 1.09, -0.98], [-1.41, -0.11, 0.01], [-0.18, 0.05, -0.18], [0.06, -0.85, -0.59], [-0.02, -0.50, -1.12], [0.70, -0.14, 0.19], [-0.59, -0.86, -1.88], [-0.59, -1.48, 1.25], [0.20, -1.18, 0.71], [-0.04, 0.11, -0.17], [-0.12, 0.51, 0.34]]}